(1)
Formula: C6H9N
Source: the Open Molecules 2025 dataset
Level of theory: ωB97M-V with the def2-TZVPD basis set

The geometry in XYZ format:
```
16
Properties=species:S:1:pos:R:3:nbo_charge:R:1
C -2.37 -0.72 1.35 -0.68
C -1.85 -0.52 0.00 -0.01
C -1.12 -0.27 -0.93 -0.01
C 0.09 0.23 -1.58 -0.48
C 0.87 0.98 -0.51 -0.07
C 1.46 0.29 0.67 -0.26
N 2.30 0.74 -0.44 -0.59
H -2.59 -1.76 1.57 0.23
H -3.25 -0.10 1.57 0.23
H -1.56 -0.40 2.02 0.23
H -0.13 0.89 -2.43 0.23
H 0.71 -0.59 -1.96 0.24
H 0.49 1.98 -0.31 0.19
H 1.36 -0.78 0.79 0.20
H 1.50 0.85 1.61 0.19
H 2.82 1.58 -0.21 0.35
```

Results
**Spin multiplicity**: 1
**Max |F|**: 0.0121 hartree/bohr
**Electronic energy**: -288.6642 Eh
**Energy above the lowest of the compared OMol25 structures with the same formula, charge and spin**: 74.0 kcal/mol
**Kohn-Sham gap**: 10.34 eV



(2)
Formula: C4H6N2S2
Source: the Open Molecules 2025 dataset
Level of theory: ωB97M-V with the def2-TZVPD basis set

The geometry in XYZ format:
```
14
Properties=species:S:1:pos:R:3:nbo_charge:R:1
C 0.64 -0.76 -0.08 0.42
C -0.46 -1.80 0.12 -0.58
C -1.27 0.76 -0.01 0.10
C -1.87 2.00 0.02 -0.52
H 4.03 -0.43 -0.53 0.15
H -0.22 -2.28 1.08 0.25
H -0.35 -2.61 -0.73 0.25
H -2.93 2.15 0.27 0.24
H -1.14 2.82 -0.05 0.21
H 0.75 1.26 0.14 0.41
N 1.86 -0.99 0.04 -0.64
N 0.14 0.51 -0.14 -0.63
S 2.89 0.32 -0.02 0.12
S -2.07 -0.94 -0.12 0.22
```

Results
**Spin multiplicity**: 1
**Max |F|**: 0.0578 hartree/bohr
**Electronic energy**: -1061.8443 Eh
**Energy above the lowest of the compared OMol25 structures with the same formula, charge and spin**: 45.1 kcal/mol
**Kohn-Sham gap**: 9.05 eV



(3)
Formula: C16H17N3O5S
Source: the Open Molecules 2025 dataset
Level of theory: ωB97M-V with the def2-TZVPD basis set

The geometry in XYZ format:
```
42
Properties=species:S:1:pos:R:3:nbo_charge:R:1
C -1.34 -5.69 3.96 -0.61
C -0.23 -4.81 3.41 -0.23
N 0.31 -3.95 4.44 -0.85
S 1.80 -3.28 4.15 2.32
O 2.09 -2.45 5.29 -0.93
O 2.69 -4.34 3.81 -0.94
C 1.55 -2.24 2.72 -0.37
C 1.90 -2.71 1.47 -0.18
C 1.65 -1.94 0.35 -0.24
C 1.05 -0.68 0.49 0.16
C 0.71 -0.21 1.76 -0.20
C 0.96 -1.00 2.87 -0.19
H 0.72 -0.65 3.86 0.24
H 0.25 0.75 1.86 0.25
N 0.83 0.06 -0.67 -0.61
C 0.18 1.27 -0.81 0.80
O -0.34 1.86 0.11 -0.63
N 0.18 1.69 -2.12 -0.60
C -0.39 2.85 -2.66 0.15
C -1.08 3.78 -1.89 -0.25
C -1.63 4.92 -2.46 -0.23
C -1.47 5.10 -3.81 0.20
C -0.78 4.17 -4.59 0.31
C -0.23 3.04 -4.04 -0.31
H 0.30 2.33 -4.65 0.21
O -0.77 4.57 -5.89 -0.49
C -1.47 5.80 -5.92 0.24
O -1.91 6.12 -4.62 -0.48
H -0.81 6.59 -6.30 0.16
H -2.34 5.71 -6.59 0.16
H -2.16 5.64 -1.86 0.23
H -1.18 3.62 -0.83 0.26
H 0.65 1.12 -2.80 0.39
H 1.19 -0.38 -1.51 0.39
H 1.93 -2.30 -0.63 0.21
H 2.37 -3.68 1.39 0.25
H -0.34 -3.28 4.81 0.40
H -0.59 -4.23 2.54 0.18
H 0.62 -5.43 3.09 0.22
H -2.18 -5.08 4.28 0.20
H -0.98 -6.25 4.81 0.22
H -1.69 -6.38 3.19 0.22
```

Results
**Spin multiplicity**: 1
**Max |F|**: 0.0247 hartree/bohr
**Electronic energy**: -1558.5703 Eh
**Energy above the lowest of the compared OMol25 structures with the same formula, charge and spin**: 14.9 kcal/mol
**Kohn-Sham gap**: 8.16 eV



(4)
Formula: C6H18N3
Source: the Open Molecules 2025 dataset
Level of theory: ωB97M-V with the def2-TZVPD basis set

The geometry in XYZ format:
```
27
Properties=species:S:1:pos:R:3:nbo_charge:R:1
C -1.29 -1.31 -1.24 -0.63
C -2.33 -0.13 0.86 -0.64
C -0.18 1.30 -1.19 -0.45
C 0.05 1.28 1.22 -0.41
C -1.01 -0.63 0.10 -0.04
C 1.72 -0.55 0.00 0.39
N 2.68 0.10 -0.73 -0.81
N 2.01 -0.90 1.24 -0.78
N -0.06 0.42 -0.01 -0.37
H -1.62 -2.36 -1.01 0.25
H -2.04 -0.81 -1.86 0.23
H -0.40 -1.27 -1.92 0.20
H -2.19 -0.17 1.92 0.22
H -3.09 -0.88 0.81 0.24
H -2.71 0.79 0.44 0.22
H -1.11 1.93 -1.30 0.23
H 0.56 2.08 -1.32 0.23
H -0.12 0.64 -2.09 0.21
H -0.13 0.63 2.12 0.22
H 1.07 1.59 1.23 0.19
H -0.49 2.22 1.14 0.23
H -0.53 -1.40 0.71 0.18
H 1.19 -1.35 -0.65 0.21
H 2.39 0.14 -1.74 0.44
H 3.29 0.64 -0.13 0.41
H 2.83 -0.47 1.63 0.40
H 1.50 -1.51 1.78 0.42
```

Results
**Spin multiplicity**: 1
**Charge**: +1
**Max |F|**: 0.0859 hartree/bohr
**Electronic energy**: -403.3861 Eh
**Energy above the lowest of the compared OMol25 structures with the same formula, charge and spin**: 59.3 kcal/mol
**Kohn-Sham gap**: 10.57 eV



(5)
Formula: C39H34F40I2O7
Source: the Open Molecules 2025 dataset
Level of theory: ωB97M-V with the def2-TZVPD basis set

The geometry in XYZ format:
```
122
Properties=species:S:1:pos:R:3:lowdin_charge:R:1
C 1.76 -4.42 2.51 0.05
C 2.46 -4.28 1.39 -0.10
C 3.25 -4.25 -0.04 -0.19
C 2.50 -3.16 -1.01 -0.19
C 2.86 -1.61 -0.58 -0.12
C 1.59 -0.94 0.14 -0.09
C 1.72 -0.24 1.41 0.04
C 0.35 0.36 2.08 -0.25
O 0.29 1.48 2.69 0.00
C -0.97 -0.57 1.85 0.08
C -1.10 -1.25 0.56 -0.16
C -2.38 -2.21 0.36 -0.71
I -2.53 -3.14 -1.61 0.88
C -3.81 -1.48 0.71 -0.78
C -4.95 -2.63 0.54 -0.23
I -4.14 0.29 -0.51 0.97
C 0.08 -1.00 -0.49 -0.25
O -0.04 -0.79 -1.74 0.01
H 1.03 -4.53 3.39 0.04
H 4.37 -4.02 0.08 0.11
H 3.06 -5.29 -0.52 0.11
H 2.80 -3.28 -2.13 0.11
H 1.37 -3.38 -0.93 0.11
H 3.73 -1.71 0.19 0.12
H 3.19 -1.07 -1.54 0.12
H 2.73 -0.10 1.95 0.14
H -1.74 -0.69 2.70 0.13
H -2.28 -3.07 1.15 0.08
H -3.76 -1.25 1.85 0.09
H -4.43 -3.66 0.74 0.05
H -5.75 -2.53 1.37 0.08
H -5.38 -2.71 -0.52 0.06
C -0.20 5.69 -0.60 -0.05
C 0.85 6.68 -0.06 -0.43
C 2.13 6.82 -0.89 -0.29
F 2.80 5.65 -1.01 0.09
F 2.99 7.68 -0.29 0.08
F 1.13 6.36 1.23 0.13
F 0.26 7.91 -0.01 0.10
O -0.20 4.37 -0.05 0.04
C 0.73 3.45 -0.59 -0.48
C 1.82 3.04 0.41 -0.27
F 2.48 4.10 0.91 0.09
F 2.75 2.25 -0.19 0.09
F 1.23 3.95 -1.74 0.13
F 0.01 2.36 -0.95 0.14
H -1.17 6.10 -0.31 0.15
H -0.23 5.68 -1.69 0.14
H 1.91 7.20 -1.89 0.17
H 1.39 2.49 1.24 0.13
C 5.52 6.93 3.06 -0.04
C 5.36 8.47 3.12 -0.43
C 5.83 9.24 1.88 -0.29
F 7.13 9.05 1.61 0.09
F 5.67 10.57 2.06 0.09
F 5.95 8.93 4.24 0.12
F 4.02 8.72 3.27 0.10
O 6.69 6.37 3.67 0.03
C 7.88 6.38 2.91 -0.50
C 8.96 7.31 3.48 -0.28
F 8.51 8.57 3.63 0.09
F 10.03 7.37 2.66 0.10
F 7.58 6.66 1.62 0.13
F 8.34 5.10 2.91 0.14
H 4.69 6.52 3.64 0.15
H 5.37 6.54 2.05 0.14
H 5.25 8.95 1.00 0.17
H 9.30 6.95 4.46 0.17
C -5.04 -5.44 4.83 -0.04
C -4.09 -4.77 3.82 -0.42
C -3.41 -5.72 2.82 -0.29
F -2.66 -6.66 3.42 0.10
F -2.57 -5.03 2.00 0.07
F -3.17 -4.03 4.49 0.13
F -4.83 -3.88 3.10 0.08
O -4.50 -5.74 6.13 0.04
C -3.77 -6.95 6.24 -0.49
C -2.28 -6.73 6.53 -0.27
F -1.70 -5.94 5.60 0.09
F -1.60 -7.90 6.52 0.10
F -3.99 -7.71 5.15 0.13
F -4.33 -7.63 7.28 0.14
H -5.82 -4.70 5.04 0.15
H -5.57 -6.29 4.40 0.15
H -4.15 -6.22 2.19 0.18
H -2.14 -6.26 7.50 0.18
C -9.81 1.98 -0.94 -0.05
C -9.86 3.23 -1.85 -0.43
C -10.29 2.99 -3.30 -0.30
F -9.47 2.14 -3.95 0.09
F -10.26 4.16 -3.99 0.09
F -8.67 3.87 -1.78 0.13
F -10.77 4.09 -1.29 0.10
O -8.53 1.35 -0.77 0.03
C -8.13 0.45 -1.79 -0.50
C -6.91 0.95 -2.58 -0.33
F -7.13 2.17 -3.12 0.09
F -6.63 0.12 -3.61 0.09
F -9.19 0.16 -2.57 0.13
F -7.80 -0.70 -1.16 0.13
H -10.07 2.32 0.06 0.15
H -10.59 1.26 -1.20 0.14
H -11.31 2.60 -3.35 0.17
H -6.03 1.02 -1.94 -0.01
C 6.32 -5.07 -5.55 -0.05
C 5.27 -4.85 -4.45 -0.43
C 4.16 -5.90 -4.37 -0.29
F 3.44 -5.99 -5.51 0.09
F 3.27 -5.58 -3.39 0.08
F 4.76 -3.60 -4.57 0.12
F 5.93 -4.87 -3.25 0.10
O 6.14 -4.35 -6.78 0.03
C 5.26 -4.93 -7.73 -0.50
C 3.99 -4.09 -7.95 -0.28
F 3.33 -3.86 -6.79 0.09
F 3.12 -4.73 -8.77 0.10
F 4.99 -6.20 -7.37 0.13
F 5.95 -5.01 -8.89 0.14
H 7.26 -4.67 -5.15 0.15
H 6.53 -6.13 -5.72 0.15
H 4.56 -6.89 -4.14 0.18
H 4.24 -3.13 -8.39 0.18
```

Results
**Spin multiplicity**: 1
**Max |F|**: 0.1352 hartree/bohr
**Electronic energy**: -6622.8891 Eh
**Energy above the lowest of the compared OMol25 structures with the same formula, charge and spin**: 158.7 kcal/mol
**Kohn-Sham gap**: 8.08 eV



(6)
Formula: C3H7NO
Source: the Open Molecules 2025 dataset
Level of theory: ωB97M-V with the def2-TZVPD basis set

The geometry in XYZ format:
```
12
Properties=species:S:1:pos:R:3:nbo_charge:R:1
C -0.38 -0.12 0.41 -0.10
C 0.26 1.18 -0.04 -0.44
C 0.82 -0.13 -0.46 0.07
H -2.42 0.09 0.17 0.36
H -1.87 -1.43 -0.05 0.36
H -0.20 -0.39 1.46 0.19
H 0.85 1.73 0.70 0.23
H -0.33 1.78 -0.75 0.23
H 0.69 -0.44 -1.50 0.18
H 2.12 -1.39 0.21 0.47
N -1.64 -0.45 -0.21 -0.83
O 2.09 -0.42 0.06 -0.70
```

Results
**Spin multiplicity**: 1
**Max |F|**: 0.0172 hartree/bohr
**Electronic energy**: -248.4582 Eh
**Energy above the lowest of the compared OMol25 structures with the same formula, charge and spin**: 42.8 kcal/mol
**Kohn-Sham gap**: 10.40 eV